Record 1
ORCA calculation (ωB97M-V with the def2-TZVPD basis set) on 6 unconnected molecules or ions with the total composition C6H24N4O8 at a distorted geometry.

The HOMO energy is -9.33 eV. The value obtained for the energy is -28952.654 eV. For the relative energy (zero: lowest compared OMol25 entry of this formula, charge and spin), the calculation gives 19.3 kcal/mol. As for the frontier orbital gap: 9.38 eV.

Structure (XYZ):
```
42
Properties=species:S:1:pos:R:3:forces:R:3:mulliken_charge:R:1
C 2.01670 -3.33630 3.78321 -0.33 -0.01 0.62 0.54
O 1.19543 -3.77770 4.56949 -0.04 0.16 -0.07 -0.64
N 3.23554 -3.93555 3.61837 0.40 0.05 -0.38 -0.37
N 1.85099 -2.17113 3.06811 0.63 -0.43 -0.04 -0.38
H 3.44901 -4.77506 4.12065 -0.27 -0.05 0.06 0.21
H 3.88289 -3.64772 2.90775 -0.02 0.07 0.05 0.17
H 0.93139 -1.76910 3.03754 -0.10 -0.19 -0.16 0.21
H 2.36957 -2.15428 2.20389 -0.30 0.40 -0.14 0.23
C -2.41146 -1.88001 -1.16329 -0.20 -0.41 0.07 0.70
O -1.39868 -2.49860 -0.84976 -0.10 0.19 -0.05 -0.75
N -3.16943 -2.23480 -2.23681 0.01 0.35 0.12 -0.41
N -2.85175 -0.78310 -0.45447 -0.01 -0.33 -0.24 -0.37
H -4.07721 -1.83037 -2.37713 0.01 -0.09 -0.12 0.18
H -2.92735 -3.07095 -2.73544 0.07 0.00 0.01 0.23
H -2.54998 -0.76924 0.50706 0.00 0.22 0.00 0.20
H -3.78229 -0.44914 -0.64093 -0.01 0.02 0.19 0.24
C -2.50306 1.80466 -2.96270 -0.51 -0.27 0.68 -0.65
C -1.33930 1.64136 -2.00677 0.60 0.05 0.24 0.20
O -0.22671 2.48117 -2.30968 -0.33 -0.11 -0.24 -0.55
O -2.14355 1.69394 -4.32682 -0.27 0.31 0.43 -0.51
H -3.05671 2.72419 -2.72538 0.25 0.22 -0.34 0.39
H -3.22594 1.02050 -2.71110 0.11 -0.14 -0.28 0.21
H -0.98960 0.60848 -2.03028 0.21 0.07 -0.19 -0.02
H -1.63568 1.83491 -0.96937 -0.38 -0.05 -0.08 0.22
H -0.58133 3.36703 -2.44217 0.23 0.12 0.13 0.33
H -1.89119 2.58421 -4.58717 0.21 -0.16 -0.33 0.34
C 1.45483 2.38181 1.32234 0.23 -1.25 0.12 0.07
C 2.18286 3.39336 0.49178 0.20 -0.18 -0.33 -0.59
O 1.67354 4.69782 0.69820 0.11 0.06 -0.31 -0.53
O 1.81665 2.53628 2.69250 -0.04 0.23 -0.12 -0.55
H 1.73419 1.37470 0.96906 0.18 0.13 0.09 0.11
H 0.36620 2.41579 1.20780 0.02 0.49 -0.14 0.21
H 2.11393 3.09181 -0.55724 -0.65 0.44 -0.05 0.30
H 3.27091 3.34462 0.63493 -0.11 0.04 0.63 0.32
H 1.76011 4.88596 1.63825 0.02 -0.01 0.03 0.34
H 1.35517 1.86744 3.20575 0.02 0.00 0.04 0.29
O 0.01686 -0.98016 1.00066 -0.34 0.23 0.43 -0.49
H -0.61505 -1.63978 0.66957 0.45 -0.10 -0.26 0.26
H 0.10781 -0.35675 0.27423 0.09 -0.05 -0.07 0.27
O 1.74786 -2.64734 -1.19674 0.03 0.05 -0.07 -0.61
H 2.05826 -2.39298 -2.07006 0.02 -0.02 -0.02 0.30
H 0.78557 -2.65001 -1.26784 -0.10 -0.03 0.12 0.34
```
Forces are in eV/Å.

Record 2
ORCA calculation (ωB97M-V with the def2-TZVPD basis set) on 5 unconnected molecules or ions with the total composition C6H24NO4.

The HOMO energy is -13.81 eV. The value obtained for the energy is -16286.598 eV. The charge is +1. For the relative energy (zero: lowest compared OMol25 entry of this formula, charge and spin), the calculation gives 0.0 kcal/mol. As for the frontier orbital gap: 11.30 eV.

Structure (XYZ):
```
35
Properties=species:S:1:pos:R:3:forces:R:3:mulliken_charge:R:1
C 2.63964 0.04089 1.41462 0.19 -0.10 0.08 -1.12
C 2.16527 1.04578 0.37076 0.17 -0.21 -0.04 -0.46
C 0.70423 0.83952 -0.06785 0.06 0.37 0.04 0.01
C 0.56272 0.23470 -1.46437 -0.01 -0.11 0.18 -0.88
C 1.13388 -1.17595 -1.58806 0.00 -0.09 0.10 -0.48
C 0.49993 -2.21579 -0.67552 0.10 0.07 -0.15 -0.77
N -1.00072 -2.23655 -0.83153 0.07 -0.04 0.10 -0.08
H 2.67423 -0.97812 1.01814 -0.10 0.01 0.00 0.19
H 3.65221 0.25498 1.76186 -0.04 0.09 -0.05 0.40
H 1.99544 0.04069 2.29660 -0.05 -0.01 -0.03 0.29
H 2.81955 0.99037 -0.50378 -0.04 0.00 -0.04 0.20
H 2.30964 2.05420 0.75582 -0.12 0.04 0.11 0.39
H 0.15962 0.25790 0.68304 0.05 -0.10 -0.02 0.07
H 0.20467 1.80899 -0.07611 -0.08 0.03 -0.08 0.35
H -0.48838 0.27179 -1.77706 0.02 -0.05 -0.01 0.45
H 1.11547 0.85291 -2.16720 -0.04 0.07 -0.09 0.26
H 1.07021 -1.53744 -2.61737 -0.05 0.08 -0.07 0.39
H 2.20055 -1.15304 -1.35339 -0.02 -0.02 0.00 0.29
H 0.69169 -2.02744 0.37556 0.01 0.08 0.10 0.30
H 0.87491 -3.20602 -0.91918 -0.04 -0.07 0.00 0.36
H -1.35933 -3.18011 -0.70084 -0.08 0.00 -0.10 0.42
H -1.45898 -1.65012 -0.08157 0.05 -0.02 0.03 0.17
H -1.27594 -1.90363 -1.75415 -0.03 -0.04 -0.01 0.37
H -2.28693 2.04365 2.00974 0.00 -0.02 -0.09 0.34
H -3.74574 1.54585 1.88378 0.14 0.09 -0.17 0.38
O -2.85080 1.46503 1.48414 -0.22 -0.08 0.26 -0.71
H -1.86265 -1.37386 2.22065 -0.03 -0.08 -0.15 0.30
H -2.42604 -0.16805 1.42269 0.11 0.07 -0.13 0.38
O -2.09735 -1.09873 1.32612 -0.03 0.05 0.22 -0.74
H -5.62137 2.43543 3.17606 0.04 -0.09 -0.03 0.32
H -6.19622 1.62729 2.01125 0.07 -0.03 0.01 0.32
O -5.41648 1.71074 2.57237 -0.10 0.11 0.04 -0.67
H 4.18973 1.02778 -3.47673 -0.07 0.00 0.04 0.29
H 3.11732 2.10615 -3.56723 0.03 -0.13 0.07 0.29
O 3.30601 1.25020 -3.16126 0.05 0.12 -0.12 -0.59
```
Forces are in eV/Å.

Record 3
ORCA calculation (ωB97M-V with the def2-TZVPD basis set) on 6 unconnected molecules or ions with the total composition C6H24O10S2 at a distorted geometry.

The HOMO energy is -10.74 eV. The value obtained for the energy is -48755.181 eV. For the relative energy (zero: lowest compared OMol25 entry of this formula, charge and spin), the calculation gives 35.8 kcal/mol. As for the frontier orbital gap: 11.27 eV.

Structure (XYZ):
```
42
Properties=species:S:1:pos:R:3:forces:R:3:mulliken_charge:R:1
O 0.96299 4.05174 1.69726 -0.63 -0.60 -0.63 -0.61
S 1.28781 3.17582 0.61229 1.54 -1.10 -1.18 1.20
O 1.74364 1.78561 0.90916 -1.61 2.87 -0.60 -0.60
O 0.04509 3.19201 -0.50156 1.36 0.87 1.92 -0.38
C 0.05327 2.29632 -1.59200 1.44 -1.28 -1.42 -0.37
C -0.95698 1.23033 -1.39600 -1.09 -0.04 -0.14 -0.88
C 2.66176 3.96124 -0.37073 -0.26 -0.79 1.80 -1.00
H 0.98733 1.77887 -1.81081 0.76 0.04 1.13 0.26
H 0.01524 2.77108 -2.57243 -0.89 0.96 0.30 0.45
H -0.97437 0.97077 -0.33750 0.05 -0.41 -0.12 0.11
H -0.73459 0.38154 -2.04269 0.01 -0.12 0.21 0.23
H -1.94546 1.60170 -1.66633 -0.19 -0.09 0.12 0.49
H 3.14935 4.69786 0.26781 -0.77 0.56 0.02 0.40
H 2.30635 4.37013 -1.31655 0.35 -0.45 0.08 0.30
H 3.41895 3.18312 -0.27431 -0.13 -0.30 -1.35 0.34
O -0.99038 -1.75258 1.35183 -2.34 -1.95 -1.49 -0.63
S -1.78640 -2.66004 0.46624 2.91 0.91 -0.64 1.06
O -2.45522 -3.83343 0.94860 0.05 0.82 0.27 -0.59
O -2.78510 -1.74007 -0.40590 -0.16 0.42 1.10 -0.25
C -3.47471 -0.64418 0.32821 -0.81 -0.48 1.68 -0.18
C -4.61176 -1.19152 1.26869 -0.11 -0.67 -1.37 -1.22
C -0.61170 -3.17278 -0.88649 -0.54 0.84 0.70 -0.74
H -3.94905 0.01206 -0.40149 0.38 -0.36 -0.29 0.34
H -2.76226 -0.07027 0.92079 0.27 -0.17 -0.32 0.22
H -5.26656 -1.72980 0.58343 -0.22 -0.17 0.01 0.33
H -5.27014 -0.46231 1.74080 0.52 0.52 -0.14 0.40
H -4.36134 -1.93306 2.02731 0.67 0.23 -0.05 0.32
H -0.25921 -2.23885 -1.32425 -0.33 -0.05 -0.29 0.12
H -1.09529 -3.86117 -1.57957 -0.10 0.29 0.09 0.36
H 0.29968 -3.61391 -0.48288 -0.41 -0.19 0.56 0.36
O 3.96291 -1.09169 1.70122 0.30 0.17 -0.31 -0.67
H 3.17340 -0.99292 2.23335 -0.67 -0.04 0.51 0.33
H 4.49862 -1.72300 2.18153 0.13 -0.18 0.01 0.28
O 1.12558 -1.20986 2.89715 0.94 0.14 0.48 -0.67
H 0.78109 -0.31799 2.85107 -0.13 0.24 -0.04 0.27
H 0.44672 -1.75050 2.49329 -0.31 -0.14 -0.30 0.47
O 2.08076 -0.59307 -3.03647 -0.21 0.09 -0.92 -0.61
H 2.16277 -0.76011 -2.09753 0.00 0.06 0.98 0.40
H 2.93209 -0.83799 -3.39906 0.13 -0.02 -0.18 0.29
O 2.00691 -0.60317 -0.33862 -0.38 -0.54 -0.55 -0.57
H 1.53317 0.14620 0.02226 -0.06 0.33 0.14 0.36
H 2.65508 -0.82231 0.33076 0.52 -0.24 0.22 0.27
```
Forces are in eV/Å.

Record 4
ORCA calculation (ωB97M-V with the def2-TZVPD basis set) on 6 unconnected molecules or ions with the total composition C6H24O6 at a distorted geometry.

The HOMO energy is -9.64 eV. The value obtained for the energy is -18895.756 eV. For the relative energy (zero: lowest compared OMol25 entry of this formula, charge and spin), the calculation gives 29.0 kcal/mol. As for the frontier orbital gap: 9.89 eV.

Structure (XYZ):
```
36
Properties=species:S:1:pos:R:3:forces:R:3:mulliken_charge:R:1
C 0.82026 3.96603 0.25293 -1.03 -0.61 0.25 -1.22
C 0.63175 2.52969 0.74929 1.77 -0.36 -0.83 0.15
O -0.71463 2.16923 0.94606 0.26 0.44 0.22 -0.54
H 0.25149 4.61974 0.90814 0.30 0.38 0.20 0.31
H 0.36438 4.07011 -0.72914 0.13 0.05 -0.22 0.28
H 1.88524 4.20695 0.21024 -0.23 0.11 0.07 0.34
H 1.30589 2.40842 1.64012 -0.89 -0.12 -0.30 0.23
H 1.11039 1.89946 -0.05753 -0.47 0.12 0.72 0.08
H -0.72285 1.23644 1.23079 0.11 0.16 -0.30 0.38
C 2.68856 -3.36419 1.16704 -0.11 -0.94 -0.87 -0.72
C 1.90994 -3.00640 2.41545 0.32 -0.91 0.27 -0.30
O 1.99346 -1.65921 2.74033 -1.04 1.32 -0.08 -0.56
H 2.30883 -2.86496 0.25579 0.04 0.12 0.61 0.07
H 2.45586 -4.42984 0.98870 0.45 0.21 -0.03 0.32
H 3.79213 -3.23055 1.17447 -0.71 -0.05 0.43 0.30
H 2.16552 -3.62874 3.29412 0.32 0.12 -0.41 0.36
H 0.85506 -3.21132 2.27580 -0.25 0.01 -0.34 0.27
H 2.80733 -1.43708 3.16140 0.87 0.10 0.35 0.28
C -1.66048 0.22581 -2.50609 -0.20 1.13 -1.37 -0.75
C -2.78206 1.28230 -2.47670 0.77 -0.60 0.63 -0.38
O -3.61716 1.02163 -1.35833 -0.43 0.24 0.30 -0.54
H -1.05380 0.47882 -3.39606 -0.19 -0.48 0.09 0.37
H -2.00752 -0.80561 -2.53857 -0.25 0.10 -0.12 0.39
H -0.99587 0.34268 -1.68978 0.43 0.17 1.09 0.04
H -3.36138 1.22374 -3.38130 -0.41 -0.07 -0.43 0.29
H -2.36801 2.29574 -2.42182 0.11 -0.21 0.05 0.29
H -3.71506 1.80655 -0.80559 0.13 -0.14 -0.19 0.30
O 1.09256 -1.17977 -1.54265 0.17 -0.09 -0.14 -0.65
H 1.89033 -0.84647 -1.95229 0.51 0.23 0.20 0.29
H 0.56101 -1.37112 -2.31645 -0.57 -0.18 -0.02 0.29
O -0.10651 -0.51179 1.00686 1.23 -0.72 0.15 -0.61
H 0.36659 -0.67632 0.15787 -0.51 0.18 0.45 0.32
H 0.57049 -0.79678 1.67448 -0.73 0.33 -0.47 0.29
O -3.16346 -1.18820 0.43870 0.21 -0.17 0.09 -0.70
H -3.33953 -0.44669 -0.15579 0.01 0.06 -0.08 0.39
H -2.21876 -1.12830 0.63952 -0.10 0.06 0.04 0.34
```
Forces are in eV/Å.